(1)
Density functional theory data (wB97M-V/def2-TZVPD) for a single C4H4N2OS molecule at a distorted geometry.

Last column: Mulliken charge in e.
Geometry (Å):
1 H 1.9798 -1.2599 1.0953  0.29
2 N 0.9952 -1.3515 0.8472  -0.64
3 C 0.6419 -0.3067 0.2512  0.35
4 C 1.4360 0.9057 0.1169  -0.50
5 C 2.1497 1.8594 -0.0914  0.17
6 N -0.7091 -0.2132 -0.2177  0.13
7 O -1.1291 0.9560 -0.8122  -0.37
8 C -1.6492 -1.1582 0.0578  -0.09
9 S -3.1571 -1.0391 -0.5640  -0.43
10 H 2.7468 2.7376 -0.1925  0.42
11 H -2.0705 0.8861 -1.0746  0.29
12 H -1.2344 -2.0163 0.5841  0.38

Summary:
LUMO level	-0.4410	eV
calculated total energy	-20071.5846	eV
energy relative to the best compared isomer or geometry (same formula, charge and spin)	95.6	kcal/mol
multiplicity	1
SMILES string	[H]/N=C(\C#C)N(O)C=S



(2)
Density functional theory data (wB97M-V/def2-TZVPD) for a single C4H4N2S molecule at a distorted geometry.

Last column: Mulliken charge in e.
Geometry (Å):
1 C -0.2366 1.6935 -0.0327  -0.98
2 C -0.0816 0.2056 -0.1464  0.66
3 N -1.2058 -0.5480 0.0095  -0.53
4 C -0.6907 -1.7999 -0.0308  -0.02
5 N 0.5726 -2.0772 -0.0218  -0.43
6 C 1.1711 -0.7110 -0.2541  0.15
7 S 2.7179 -0.3072 0.0238  -0.17
8 H 0.3276 2.2933 -0.8973  0.27
9 H -1.2488 1.9351 0.0964  0.38
10 H 0.0005 1.9628 1.0726  0.25
11 H -1.3261 -2.6470 0.1810  0.40

Summary:
LUMO level	-2.2385	eV
calculated total energy	-18025.6938	eV
energy relative to the best compared isomer or geometry (same formula, charge and spin)	58.7	kcal/mol
multiplicity	1
SMILES string	CC1=NC=NC1=S



(3)
Density functional theory data (wB97M-V/def2-TZVPD) for a single C4H4N2S molecule at a distorted geometry.

Last column: Mulliken charge in e.
Geometry (Å):
1 S 3.1427 0.1799 -0.0418  -0.27
2 C 1.7797 -0.6409 0.1642  0.04
3 N 0.5061 -0.1435 -0.0071  0.08
4 C 0.0187 1.1556 -0.0253  -0.11
5 C -1.3581 1.0581 0.0726  -0.43
6 N -1.7318 -0.2542 -0.0118  -0.59
7 C -0.6580 -0.9680 -0.1078  0.00
8 H 1.9324 -1.7290 0.4786  0.22
9 H 0.7942 1.8818 0.0590  0.37
10 H -1.9199 1.9488 0.1269  0.38
11 H -0.4543 -2.0282 -0.2491  0.32

Summary:
LUMO level	-0.6678	eV
calculated total energy	-18027.0476	eV
energy relative to the best compared isomer or geometry (same formula, charge and spin)	27.5	kcal/mol
multiplicity	1
SMILES string	S=Cn1ccnc1



(4)
Density functional theory data (wB97M-V/def2-TZVPD) for 2 unconnected molecules or ions with the total composition C4H4N2S at a distorted geometry.

Last column: Mulliken charge in e.
Geometry (Å):
1 C -0.7237 -0.6332 -0.6440  -0.68
2 C 0.2051 -0.1034 0.0899  0.36
3 C 1.5057 0.0332 0.6754  -0.07
4 N 0.8370 1.1304 0.7480  -0.41
5 H -1.6733 -0.0446 -0.7761  0.23
6 H -0.6289 -1.6736 -1.0291  0.23
7 H 2.4497 -0.2974 1.0171  0.35
8 N 0.9854 2.7356 -1.4799  -0.36
9 C 1.1187 1.9805 -2.4106  0.29
10 S 1.9304 1.1958 -3.5774  -0.25
11 H 0.0746 3.2381 -1.2414  0.31

Summary:
LUMO level	0.2487	eV
calculated total energy	-18024.0247	eV
energy relative to the best compared isomer or geometry (same formula, charge and spin)	97.2	kcal/mol
multiplicity	1
SMILES string	C=C1C=N1.N=C=S



(5)
Density functional theory data (wB97M-V/def2-TZVPD) for a single C4H4N2S2 molecule at a distorted geometry.

Last column: Mulliken charge in e.
Geometry (Å):
1 S 2.8852 -0.7133 -0.1784  -0.34
2 C 1.3277 -0.1967 -0.1600  0.30
3 N 0.9406 1.0053 -0.6417  0.16
4 N -0.2745 1.6467 -0.4925  -0.74
5 C -1.2311 0.9778 0.0205  -0.23
6 C -1.1434 -0.4127 0.4604  -0.35
7 S -1.0111 -1.7304 -0.7784  -0.06
8 C 0.2187 -1.0565 0.3516  -0.32
9 H 1.5870 1.5928 -1.1055  0.22
10 H -2.1567 1.4405 0.1259  0.47
11 H -1.7560 -0.7715 1.3196  0.42
12 H 0.6136 -1.7820 1.0785  0.46

Summary:
LUMO level	-0.2557	eV
calculated total energy	-28861.9540	eV
energy relative to the best compared isomer or geometry (same formula, charge and spin)	36.6	kcal/mol
multiplicity	1
SMILES string	S=C1NN=C[C@H]2S[C@@H]12



(6)
Density functional theory data (wB97M-V/def2-TZVPD) for a gas-phase ion, C4H4N3O (charge +1) at a distorted geometry.

Last column: Mulliken charge in e.
Geometry (Å):
1 C -0.0714 -1.0450 -0.6818  -0.49
2 C -1.2901 -0.4510 -0.8897  -0.04
3 C 0.9536 -0.2498 0.0375  0.68
4 C 0.4627 0.9176 0.5605  0.11
5 N 1.0527 2.4277 2.2633  -0.50
6 N 0.6575 1.7623 1.4491  0.68
7 N -1.6101 0.6179 -0.3166  -0.39
8 O 2.1412 -0.7306 0.3398  -0.40
9 H 0.1017 -2.0702 -0.9617  0.33
10 H -2.0206 -0.9136 -1.6408  0.37
11 H -2.3912 1.3725 -0.4486  0.31
12 H 2.0142 -1.6379 0.2891  0.34

Summary:
LUMO level (alpha / beta)	-7.3693 / -7.1665	eV
calculated total energy	-10717.3074	eV
energy relative to the best compared isomer or geometry (same formula, charge and spin)	110.2	kcal/mol
multiplicity	1
total charge	+1



(7)
Density functional theory data (wB97M-V/def2-TZVPD) for a gas-phase ion, C4H4N3O3 (charge +1) at a distorted geometry.

Last column: Mulliken charge in e.
Geometry (Å):
1 O -1.5357 -2.2477 -0.2004  -0.14
2 C -0.4788 -1.8705 -0.0411  0.74
3 N 0.6946 -1.5310 0.2672  -0.10
4 C 1.3578 -0.2155 0.2304  -0.19
5 O 2.5972 -0.2363 0.6686  -0.49
6 C 0.5954 0.7634 -0.2094  0.14
7 N -0.6954 0.6310 -0.6088  -0.27
8 N -1.6133 1.8361 -0.4482  -0.42
9 C -1.9377 0.7111 0.1019  0.73
10 O -2.5230 -0.0256 0.7789  -0.43
11 H 1.1708 -2.3091 0.7562  0.32
12 H 3.2923 0.1109 0.0358  0.39
13 H 0.9253 1.7851 -0.2295  0.41
14 H -1.8495 2.5981 -1.1017  0.30

Summary:
LUMO level	-4.8203	eV
calculated total energy	-14813.4592	eV
energy relative to the best compared isomer or geometry (same formula, charge and spin)	69.6	kcal/mol
multiplicity	1
SMILES string	O=C=[NH+]/C(O)=C\N1NC1=O
total charge	+1



(8)
Density functional theory data (wB97M-V/def2-TZVPD) for 2 unconnected molecules or ions with the total composition C4H4N3O3 at a distorted geometry.

Last column: Mulliken charge in e.
Geometry (Å):
1 C 2.4331 1.1457 -0.1548  0.68
2 C 0.6949 -2.2690 0.3081  0.63
3 C 0.1593 1.0480 0.4182  0.54
4 C -2.3742 0.9309 0.4657  -0.69
5 N 1.3754 1.2865 0.4070  -0.35
6 N 0.2474 -1.3687 -0.4406  -0.38
7 N -0.9878 1.0974 0.4168  0.06
8 O 3.4556 1.0851 -0.6438  -0.21
9 O 0.8090 -2.9306 1.2247  -0.24
10 O 1.0694 -0.9765 -1.5240  -0.35
11 H -2.6166 -0.0195 0.0765  0.34
12 H -2.7490 0.8524 1.5041  0.32
13 H -2.6853 1.8315 -0.0079  0.32
14 H 1.1688 -1.7132 -2.0501  0.31

Summary:
LUMO level	-4.1843	eV
calculated total energy	-14814.2703	eV
energy relative to the best compared isomer or geometry (same formula, charge and spin)	50.9	kcal/mol
multiplicity	1
total charge	+1



(9)
Density functional theory data (wB97M-V/def2-TZVPD) for a single C4H4N4 molecule at a distorted geometry.

Last column: Mulliken charge in e.
Geometry (Å):
1 C 1.5305 -0.1534 -0.1708  -0.48
2 C 0.6051 -1.2480 -0.0055  -0.06
3 N -0.7133 -0.7875 -0.2677  0.55
4 N -2.0208 -1.0764 -0.1139  -0.57
5 N -2.6545 -0.0754 0.1072  -0.23
6 N -1.9945 1.0465 -0.1161  -0.34
7 C -0.7409 0.6030 -0.2551  0.13
8 C 0.6988 1.1576 0.0472  -0.09
9 H 2.6368 -0.4261 0.0360  0.28
10 H 0.8499 -2.4671 0.3831  0.29
11 H 0.6557 1.5069 1.1671  0.27
12 H 1.1472 1.9198 -0.8114  0.26

Summary:
LUMO level	-0.1084	eV
calculated total energy	-10168.1465	eV
energy relative to the best compared isomer or geometry (same formula, charge and spin)	108.2	kcal/mol
multiplicity	1
SMILES string	C1=Cn2nnnc2C1



(10)
Density functional theory data (wB97M-V/def2-TZVPD) for a single C4H4N4 molecule at a distorted geometry.

Last column: Mulliken charge in e.
Geometry (Å):
1 H -2.6756 -0.8263 0.0913  0.26
2 N -1.8255 -0.9560 0.5617  -0.59
3 C -0.6758 -0.7885 -0.0485  0.43
4 C 0.5181 -1.3068 0.6164  -0.49
5 C 1.3053 -0.3514 1.0423  -0.15
6 C 1.1725 0.9982 0.5798  0.00
7 N 0.2324 1.6472 -0.1506  -0.36
8 N -0.1699 0.9902 -1.4409  -0.05
9 N -0.4628 -0.2103 -1.4058  -0.14
10 H 0.5901 -2.2664 0.7252  0.54
11 H 2.2312 -0.3100 1.7618  0.24
12 H 1.5137 1.7958 1.3306  0.30

Summary:
LUMO level	-0.9257	eV
calculated total energy	-10167.6479	eV
energy relative to the best compared isomer or geometry (same formula, charge and spin)	119.7	kcal/mol
multiplicity	1
SMILES string	[H]/N=c1/cccnnn1



(11)
Density functional theory data (wB97M-V/def2-TZVPD) for a molecular structure, C4H4N4 at a distorted geometry.

Last column: Mulliken charge in e.
Geometry (Å):
1 C 1.5121 -0.8130 -0.1580  -0.31
2 C 0.0780 0.6159 -0.0155  0.30
3 C -1.0924 1.3212 -0.0580  -0.45
4 C -0.0711 -0.7839 -0.2481  0.47
5 H 1.5223 -1.4992 0.7930  0.24
6 H 1.9698 -1.2235 -1.0789  0.30
7 H 1.7813 1.1195 0.9755  0.32
8 H -1.4083 2.3934 -0.2371  0.39
9 N 1.4895 0.6713 0.0361  -0.43
10 N -2.2860 0.5438 -0.2008  -0.23
11 N -2.3838 -0.7948 0.1519  -0.25
12 N -1.1115 -1.5506 0.0400  -0.35

Summary:
LUMO level	-0.1170	eV
calculated total energy	-10167.7292	eV
energy relative to the best compared isomer or geometry (same formula, charge and spin)	117.8	kcal/mol
multiplicity	1



(12)
Density functional theory data (wB97M-V/def2-TZVPD) for a single C4H4N4O2 molecule at a distorted geometry.

Last column: Mulliken charge in e.
Geometry (Å):
1 N 3.0460 -0.7962 -0.0001  -0.38
2 C 1.7926 -0.3358 0.0000  0.60
3 N 0.7100 -1.0262 -0.0001  -0.96
4 N -0.3002 -0.0785 -0.0001  0.59
5 C -1.6041 -0.3744 -0.0001  0.59
6 N -2.5013 -1.2581 -0.0001  -0.60
7 C -2.9411 0.1814 0.0000  -0.31
8 C 0.2390 1.2035 0.0000  0.51
9 O -0.3272 2.2498 0.0000  -0.53
10 O 1.5956 1.0171 0.0000  -0.36
11 H 3.1959 -1.7874 0.0000  0.24
12 H 3.8126 -0.1497 0.0001  0.22
13 H -3.3589 0.5773 0.9159  0.20
14 H -3.3589 0.5774 -0.9157  0.20

Summary:
LUMO level	0.4536	eV
calculated total energy	-14266.1718	eV
energy relative to the best compared isomer or geometry (same formula, charge and spin)	23.8	kcal/mol
multiplicity	1
SMILES string	Nc1nn(C2=NC2)c(=O)o1